# 1
Here is a structure of composition C41H63BF4IMoN2P3SSi in a non-equilibrium geometry from the Open Molecules 2025 dataset. Energies are from ωB97M-V/def2-TZVPD.

Structure (ORCA input):
```
! wB97M-V def2-TZVPD RIJCOSX def2/J DEFGRID3
* xyz -2 3
Mo 0.75015 0.04292 -1.18320
C 1.21134 -0.39371 -5.16461
C 1.20557 -1.74108 -4.43732
C 2.64156 -2.10916 -4.09227
P 0.08115 -1.57211 -2.90962
C -1.54928 -1.38706 -3.90553
C -2.73002 -1.54006 -2.96302
C -1.71457 -2.36165 -5.06969
C -0.09441 -3.13212 -2.04569
C 0.12637 -4.34996 -2.71057
C 0.14059 -5.54524 -2.03303
C -0.04601 -5.54995 -0.65004
C -0.26107 -4.34447 0.01293
C -0.31326 -3.12075 -0.63225
Si -0.70149 -1.43336 0.26470
C -0.54357 -1.86456 2.19028
C -1.35791 -2.91692 2.61777
C -1.26520 -3.50769 3.86250
C -0.34885 -3.01707 4.78360
C 0.37448 -1.89098 4.44296
C 0.29522 -1.30090 3.18376
P 1.21662 0.25569 2.85288
C 0.06166 1.43762 3.78319
C -0.40549 0.98660 5.16298
C 0.62651 2.85368 3.86976
C 2.71770 0.39888 4.05239
C 3.34508 -0.83466 4.70648
C 3.77410 1.13299 3.21460
C -2.65451 -1.55133 0.16279
C -3.25737 -2.79776 0.01292
C -4.62995 -2.95717 -0.07110
C -5.45578 -1.83978 -0.04490
C -4.89005 -0.58795 0.08081
C -3.50915 -0.43519 0.20759
P -2.74559 1.20383 0.44106
C -3.43095 1.61596 2.17459
C -4.85270 2.15335 2.32253
C -3.27439 0.35762 3.02387
C -3.84689 2.32637 -0.61357
C -3.22832 3.72020 -0.55776
C -3.90150 1.83883 -2.05328
H 1.81754 -0.45507 -6.07181
H 1.65442 0.36965 -4.52243
H 0.21330 -0.06893 -5.45461
H 0.80536 -2.51967 -5.10148
H 3.00904 -1.48230 -3.28226
H 3.29256 -1.93669 -4.95085
H 2.73142 -3.15873 -3.81233
H -1.57105 -0.36365 -4.29689
H -2.76567 -2.54184 -2.53611
H -3.66730 -1.36217 -3.49209
H -2.65781 -0.82220 -2.14935
H -1.55531 -3.38235 -4.72499
H -1.03405 -2.14302 -5.89002
H -2.73028 -2.28722 -5.46534
H 0.28601 -4.34438 -3.78218
H 0.30673 -6.47452 -2.56757
H -0.02637 -6.48571 -0.10235
H -0.40398 -4.38447 1.08435
H -2.11747 -3.28206 1.94597
H -1.90008 -4.34877 4.11069
H -0.23508 -3.46850 5.76234
H 1.00453 -1.44165 5.19057
H -0.79779 1.47594 3.10711
H 0.44091 0.86633 5.83744
H -0.94158 0.04468 5.11282
H -1.07314 1.73292 5.59417
H 1.36958 2.95476 4.65940
H -0.18221 3.54961 4.08947
H 1.06836 3.14694 2.92280
H 2.40989 1.08298 4.84878
H 3.21638 -1.72589 4.09909
H 2.92755 -1.02888 5.69426
H 4.41496 -0.66988 4.83981
H 4.30827 0.44270 2.56357
H 4.50246 1.62502 3.86182
H 3.30376 1.88714 2.58407
H -2.62986 -3.67451 -0.07532
H -5.05158 -3.95004 -0.17701
H -6.52936 -1.95076 -0.13286
H -5.53380 0.28103 0.08158
H -2.74305 2.38954 2.54021
H -5.57743 1.43967 1.93936
H -4.98990 3.11141 1.82515
H -5.06484 2.29633 3.38363
H -4.05554 -0.35580 2.76750
H -3.35606 0.58796 4.08577
H -2.31606 -0.12516 2.83690
H -4.86463 2.35276 -0.21265
H -2.21316 3.68613 -0.94552
H -3.17566 4.09455 0.46177
H -3.80299 4.42615 -1.15703
H -2.89546 1.75861 -2.45230
H -4.45598 2.54042 -2.68065
H -4.37736 0.86253 -2.12964
F 4.55527 2.09369 -3.94447
B 4.51805 1.08798 -3.00268
F 3.18877 0.92103 -2.55986
F 5.34265 1.38908 -1.93904
F 4.94420 -0.09993 -3.59387
I 1.14314 2.52390 0.01098
C 2.95835 -2.09132 1.42293
C 3.04005 -1.82812 -0.08843
C 4.36960 -1.11887 -0.38508
C 3.00232 -3.20611 -0.77984
N 1.98693 -0.99710 -0.49694
H 3.76700 -2.75510 1.72645
H 2.00500 -2.55218 1.67362
H 3.04331 -1.14420 1.94483
H 5.21461 -1.69799 -0.01292
H 4.36585 -0.13613 0.08611
H 4.48328 -0.97003 -1.45118
H 3.99465 -3.65401 -0.78785
H 2.64836 -3.09471 -1.79582
H 2.32398 -3.87175 -0.25183
S -1.34678 2.58994 -4.59101
C -0.67128 1.81735 -3.37592
N -0.24990 1.17252 -2.47809
*
```

LUMO (spin up / spin down): 0.1486 / 0.1485 Eh
Expectation value of S²: 2.03
Orbital gap (spin up / spin down): 4.2 / 6.4 eV
Total energy: -4211.924096 hartree

=====

# 2
Here is a cluster of 2 separate species, C5H14O3S2Si in total in a non-equilibrium geometry from the Open Molecules 2025 dataset. Energies are from ωB97M-V/def2-TZVPD.

Structure (ORCA input):
```
! wB97M-V def2-TZVPD RIJCOSX def2/J DEFGRID3
* xyz 0 1
C 1.50120 -0.05676 -1.97516
C 0.61288 0.99727 2.61103
C -2.07446 -2.16464 0.70643
C -1.53661 1.84463 -1.28541
C 1.43114 -0.39522 -0.50033
O -0.26369 1.02871 1.47773
O -0.77769 -1.54448 0.70193
O -1.30136 0.46820 -0.92784
Si -0.32292 -0.05911 0.29848
S 2.89243 1.38608 0.43403
S 2.26613 -1.87415 -0.23475
H 2.50752 -0.24624 -2.38090
H 0.62444 -0.78002 -2.25157
H 1.33014 0.96115 -2.18135
H 0.13906 0.22435 3.30007
H 0.63585 2.00653 3.07174
H 1.52784 0.57110 2.24549
H -2.17696 -3.15945 0.07570
H -2.83110 -1.34386 0.47294
H -2.22597 -2.35137 1.86187
H -2.06836 1.78556 -2.28775
H -0.47725 2.28211 -1.63507
H -1.95908 2.34070 -0.44216
H 2.15904 2.20972 -0.29938
H 2.23868 -1.88596 1.16698
*
```

LUMO (spin up / spin down): -0.0057 / -0.0057 Eh
Orbital gap (spin up / spin down): 8.2 / 8.2 eV
Total energy: -1510.494530 hartree

=====

# 3
Here is a cluster of 5 separate species, C3H17NO4 in total in a non-equilibrium geometry from the Open Molecules 2025 dataset. Energies are from ωB97M-V/def2-TZVPD.

Structure (ORCA input):
```
! wB97M-V def2-TZVPD RIJCOSX def2/J DEFGRID3
* xyz 0 1
C 1.69133 2.22459 1.09690
C 1.74136 0.85499 0.37153
C 2.88647 0.00531 0.89043
N 0.37654 0.21567 0.48572
H 1.87287 2.23660 2.20073
H 2.57262 2.87368 0.76692
H 0.79877 2.81070 0.84116
H 1.94024 1.31217 -0.63458
H 3.70620 -0.43938 0.28132
H 3.32278 0.61846 1.70679
H 2.66869 -0.87591 1.47993
H -0.37344 0.87012 0.43946
H 0.33914 -0.30374 1.35300
O -3.43758 1.10396 2.45996
H -4.31263 1.48077 2.32967
H -3.68350 0.17368 2.53572
O -0.65672 -2.78880 -0.19045
H -0.34581 -2.10742 -0.81917
H 0.08380 -2.61513 0.43450
O -1.04636 0.40745 -7.34536
H -0.46662 0.22960 -6.56605
H -1.77904 -0.25985 -7.17803
O -2.82451 -2.70636 1.41137
H -2.97044 -3.17179 0.57096
H -2.10418 -2.14938 1.07756
*
```

LUMO: 0.0202 Eh
Orbital gap: 10.1 eV
Total energy: -480.158653 hartree

=====

> What is the formula in the second record?

C5H14O3S2Si